Entry 1:
The following is a DFT calculation (ωB97M-V/def2-TZVPD) of a molecular structure, C14H18N2O9Rh.

The frontier orbital gap (alpha / beta) is 8.68 / 5.31 eV. Its energy above the lowest of the compared OMol25 structures with the same formula, charge and spin is 0.00 kcal/mol. The spin multiplicity is 5. As for the net charge: +1.

```
44
Properties=species:S:1:pos:R:3:forces:R:3:mulliken_charge:R:1
Rh -0.219050 1.713457 -0.177921 0.13 0.07 -0.09 0.947
O 3.951843 1.527750 0.997643 0.03 -0.03 0.01 -0.443
C 2.660879 1.716726 0.845997 0.00 0.00 0.09 0.690
O 2.126531 1.840751 -0.241297 -0.07 0.03 -0.07 -0.515
C 1.904690 1.726052 2.157849 -0.05 0.03 0.00 -0.619
O 0.630567 2.316194 1.995331 0.02 0.00 -0.05 -0.352
C 0.571259 3.734226 2.216394 -0.03 -0.07 0.00 -0.187
C -0.188397 4.447490 1.103187 0.01 -0.01 0.00 0.245
O -0.453278 5.610247 1.221319 -0.02 0.01 -0.01 -0.572
O -0.497253 3.714396 0.045935 0.04 -0.02 0.03 -0.583
H 4.379409 1.469041 0.126736 0.00 0.00 0.00 0.408
H 1.754932 0.684457 2.444003 0.02 0.00 0.03 0.373
H 2.486227 2.226876 2.931449 0.02 -0.01 -0.01 0.504
H 0.059300 3.920667 3.159437 0.01 0.01 0.01 0.321
H 1.572729 4.163907 2.272586 0.01 0.00 -0.03 0.400
N -0.709889 2.366287 -2.302908 -0.12 0.04 0.06 -0.306
C -2.111691 1.994640 -2.577247 0.01 0.04 0.00 -0.547
C -2.971464 2.294774 -1.362894 0.01 0.00 0.02 -0.550
N -2.490507 1.516069 -0.197843 -0.06 0.01 0.01 -0.348
H -0.591952 3.375356 -2.275209 0.01 0.01 -0.06 0.296
H -0.082335 1.972145 -2.993926 0.03 -0.02 0.02 0.260
H -2.132050 0.929236 -2.804376 0.01 -0.01 0.01 0.327
H -2.503861 2.534688 -3.440691 0.00 -0.01 -0.01 0.425
H -4.016773 2.073989 -1.582087 0.00 0.00 -0.01 0.441
H -2.892457 3.350659 -1.103181 -0.01 -0.01 0.01 0.334
H -2.744530 0.536386 -0.287251 0.03 -0.01 -0.02 0.248
H -2.907336 1.857352 0.661882 -0.01 0.01 -0.01 0.259
O -0.283897 -0.207032 -1.373768 0.01 0.05 -0.06 -0.726
C 0.013913 -0.871199 -0.336825 -0.02 -0.15 0.11 1.271
O 0.167903 -0.206676 0.750638 -0.03 -0.01 0.03 -0.872
C 0.158358 -2.325869 -0.349949 0.00 0.04 -0.06 0.049
C 0.050425 -3.004238 -1.559740 0.01 0.00 0.00 -0.513
C 0.177607 -4.390181 -1.625056 -0.01 0.02 0.02 -1.011
C 0.404230 -5.040418 -0.435000 0.00 -0.01 0.00 0.928
O 0.570016 -6.364945 -0.233755 0.01 -0.01 0.00 -0.471
C 0.676408 -6.552578 1.184405 0.00 0.02 -0.02 -0.221
O 0.752640 -5.255104 1.777695 0.01 -0.02 0.01 -0.488
C 0.510686 -4.363934 0.777819 0.00 0.00 0.00 0.831
C 0.397347 -3.007454 0.859818 0.00 0.01 0.01 -1.104
H -0.130936 -2.434765 -2.460304 0.00 -0.01 -0.01 0.437
H 0.101884 -4.931527 -2.556655 0.00 0.00 0.00 0.451
H 1.584697 -7.108963 1.405490 0.00 0.00 0.00 0.249
H -0.214184 -7.070280 1.544060 0.00 0.00 0.00 0.264
H 0.477377 -2.478672 1.798195 0.00 0.00 0.00 0.467
```
Positions in Å, forces in eV/Å.

***

Entry 2:
The following is a DFT calculation (ωB97M-V/def2-TZVPD) of a single C14H18N3O2P molecule at a distorted geometry.

The frontier orbital gap is 7.15 eV. The SMILES is CCOC(=O)CCCc1ccc2nc([PH2]=N)cnc2c1.

```
38
Properties=species:S:1:pos:R:3:forces:R:3:mulliken_charge:R:1
C 0.394541 2.699829 3.645724 -0.34 0.68 0.06 -0.914
C 0.298931 3.313692 2.103439 1.06 -1.27 0.35 -0.146
O -1.131508 3.573513 1.730511 0.63 -1.31 -3.18 -0.342
C -1.235446 3.525466 0.258763 4.70 4.14 -2.66 0.505
O -0.321338 4.266316 -0.425995 -5.91 -5.00 4.12 -0.578
C -2.403173 2.679486 -0.570916 -0.35 0.89 0.88 -0.506
C -3.383407 1.788327 0.394983 -0.84 -0.34 0.14 -0.565
C -3.456936 0.182686 -0.008711 1.08 0.15 -0.53 -0.689
C -1.958536 -0.504933 -0.147380 2.79 -1.66 -0.74 0.403
C -0.778847 0.068378 0.890436 2.27 -3.87 -3.29 -0.023
C 0.711206 -0.595104 0.708450 -3.29 0.43 -0.90 -0.657
C 1.064880 -1.769129 -0.420370 -0.16 0.20 -0.11 0.411
N 2.489418 -2.242882 -0.473311 -4.10 -2.53 -4.08 -0.497
C 2.711496 -3.275330 -1.541769 -3.55 1.91 1.87 0.248
P 4.527095 -3.935463 -1.735001 -0.40 -0.05 -2.46 0.159
N 4.692327 -4.598911 -3.210479 1.11 1.82 1.27 -0.669
C 1.508729 -3.835886 -2.484375 -0.99 1.39 0.89 -0.197
N 0.069956 -3.399445 -2.465876 6.10 2.09 3.95 -0.498
C -0.087989 -2.335513 -1.417171 -1.12 0.96 0.77 0.440
C -1.610575 -1.671475 -1.255096 1.30 2.05 2.62 -0.669
H 1.327619 1.980180 3.738429 -2.04 1.42 -0.35 0.254
H -0.616276 2.129171 3.915070 2.32 1.15 -0.64 0.254
H 0.554536 3.558378 4.446881 -0.47 -1.77 -1.75 0.316
H 0.948416 4.279404 1.949931 -1.39 -2.02 0.29 0.337
H 0.663532 2.425185 1.397935 -0.55 2.23 1.37 0.138
H -3.092085 3.502417 -1.083660 1.77 -1.64 1.06 0.329
H -1.877530 2.067532 -1.429018 -0.88 1.25 1.97 0.305
H -4.492360 2.203396 0.258587 2.41 -0.94 0.34 0.396
H -3.147934 1.901628 1.554118 -0.23 -0.14 -2.62 0.318
H -3.946967 0.107621 -1.081448 0.76 -0.06 2.37 0.317
H -4.071722 -0.371502 0.827634 1.15 0.98 -1.89 0.289
H -1.039766 0.897986 1.689089 0.76 -1.97 -1.84 0.247
H 1.595133 -0.193603 1.401750 -2.09 -1.15 -1.79 0.232
H 4.865534 -4.891726 -0.696990 -0.68 0.99 -0.17 0.132
H 5.406778 -2.770836 -1.564482 -1.01 -0.92 0.49 0.124
H 5.446211 -4.000807 -3.665400 -1.29 -1.12 0.40 0.207
H 1.804134 -4.659822 -3.296161 -0.74 2.07 2.02 0.373
H -2.479210 -2.065269 -1.972257 2.21 0.98 1.77 0.216
```
Positions in Å, forces in eV/Å.